17
Properties=species:S:1:pos:R:3:forces:R:3:lowdin_charge:R:1 method="wB97M-V/def2-TZVPD" spin_multiplicity=2 gap_ev="2.80 / 6.70" relative_energy_kcal_mol=27.5 total_charge=-1 e_tot_ha=-1026.14220 e_lumo_ev="3.270 / 3.243"
S -2.331295 -0.177244 -2.752398 -1.2 -2.3 -3.2 -0.159
S -2.383217 0.909310 -0.962622 -0.4 1.8 2.9 0.082
C -0.583503 1.085147 -0.620443 -1.4 -0.3 0.7 -0.556
C -0.028920 -0.052595 0.225315 -0.6 -0.5 0.0 -0.535
C 1.222542 0.401835 0.951042 0.4 -0.8 0.4 -0.251
N 1.732827 -0.682459 1.856123 0.0 0.6 -0.1 -0.013
N 0.193576 -1.262953 -0.516364 1.2 0.1 -0.6 0.035
H -3.698411 -0.567567 -2.798108 1.8 0.6 0.4 -0.198
H -0.667554 1.920778 0.069976 0.4 0.4 -0.3 0.038
H -0.061024 1.361330 -1.531092 0.4 -0.2 0.0 0.070
H -0.794352 -0.284258 0.988732 0.1 0.5 0.1 0.115
H 1.007208 1.264421 1.583725 -0.1 0.3 -0.3 0.101
H 1.993677 0.649463 0.219763 0.0 0.1 0.0 0.111
H 1.537452 -0.353102 2.797654 0.1 -0.4 0.0 0.050
H 2.744394 -0.715899 1.793070 -0.1 -0.1 0.0 0.047
H 0.472122 -2.054512 0.037857 -0.3 0.0 -0.1 0.053
H -0.355520 -1.441695 -1.342233 -0.3 0.0 0.3 0.010